Entry 1:
Density functional theory data (wB97M-V/def2-TZVPD) for C3H4FNS in the gas phase at a distorted geometry.

Structure (ORCA input):
```
! RIJCOSX wB97M-V def2-TZVPD def2/J DEFGRID3
* xyz 0 1
C 1.961 -0.637 -0.022
C 0.949 0.231 -0.062
F 1.188 1.576 -0.018
C -0.477 -0.119 -0.035
N -1.404 0.756 0.040
S -2.990 0.110 -0.021
H 2.987 -0.254 0.076
H 1.824 -1.729 0.114
H -0.545 -1.242 -0.047
H -3.492 1.309 -0.025
*
```

The energy comes out at -669.45798 a.u. As for the orbital gap: 9.13 eV. The SMILES is C=C(F)/C=N/S. The calculation puts the energy above the lowest of the compared OMol25 structures with the same formula, charge and spin at 1.119 eV. The HOMO energy comes out at -8.94 eV.

***

Entry 2:
Density functional theory data (wB97M-V/def2-TZVPD) for C4H7NO in the gas phase.

Structure (ORCA input):
```
! RIJCOSX wB97M-V def2-TZVPD def2/J DEFGRID3
* xyz 0 1
C 1.792 0.448 -0.345
N 0.367 0.480 -0.645
C -0.473 1.014 0.397
C -0.417 -0.464 0.123
C -1.524 -1.185 -0.397
O -1.975 -1.914 0.544
H 2.229 1.425 -0.581
H 2.270 -0.308 -0.975
H 2.000 0.205 0.708
H -0.008 1.344 1.327
H -1.312 1.624 0.064
H -1.976 -1.242 -1.389
H -1.018 -1.475 1.139
*
```

The energy comes out at -286.43471 a.u. As for the orbital gap: 8.83 eV. The SMILES is CN1C/C1=C\O. The calculation puts the energy above the lowest of the compared OMol25 structures with the same formula, charge and spin at 5.359 eV. The HOMO energy comes out at -8.56 eV.